[1]
{
  "formula": "C4H4F3N2O2",
  "method": "the ωB97M-V functional and the def2-TZVPD basis",
  "species": ["C", "N", "N", "O", "C", "O", "C", "C", "F", "F", "F", "H", "H", "H", "H"],
  "xyz": [[1.554, 0.728, 0.378], [0.638, -0.253, 0.250], [0.915, -1.580, 0.209], [-0.217, -2.348, 0.053], [-1.289, -1.474, -0.189], [-2.385, -1.886, -0.346], [-0.611, -0.079, -0.022], [-1.235, 1.192, -0.443], [-2.534, 0.936, -0.661], [-1.164, 2.098, 0.544], [-0.683, 1.672, -1.533], [2.492, 0.354, 0.232], [1.421, 1.158, 1.431], [1.328, 1.523, -0.395], [1.768, -2.041, 0.494]],
  "relative_energy_kcal_mol": 58.6,
  "spin_multiplicity": 1,
  "e_tot_ev": -19429.29639,
  "lumo_energy_ev": -6.347,
  "smiles": "C[n+]1[nH]oc(=O)c1C(F)(F)F",
  "charge": 1,
  "homo_lumo_gap_ev": 9.08
}



[2]
{
  "formula": "C4H4F4",
  "method": "the ωB97M-V functional and the def2-TZVPD basis",
  "species": ["C", "C", "C", "C", "F", "F", "F", "F", "H", "H", "H", "H"],
  "xyz": [[-0.305, 1.022, -0.196], [-0.725, -0.121, 0.582], [0.486, 0.850, -1.814], [0.238, -1.045, 1.215], [-1.318, 1.884, -0.477], [-1.958, -0.586, 0.422], [-0.112, -0.086, -2.546], [1.714, 0.367, -1.569], [0.514, 1.566, 0.281], [-0.295, -1.770, 1.823], [0.952, -0.493, 1.822], [0.809, -1.589, 0.456]],
  "relative_energy_kcal_mol": 0.0,
  "spin_multiplicity": 3,
  "e_tot_ev": -15078.17540,
  "lumo_energy_ev": [0.880, -1.555],
  "s2": 2.006,
  "charge": 0,
  "homo_lumo_gap_ev": [8.68, 10.32]
}



[3]
{
  "formula": "C4H4FN",
  "method": "the ωB97M-V functional and the def2-TZVPD basis",
  "species": ["C", "C", "C", "F", "C", "N", "H", "H", "H", "H"],
  "xyz": [[-0.351, -1.281, -0.422], [0.339, -0.424, 0.635], [0.540, 0.926, 0.428], [1.141, 1.765, 1.339], [-0.028, 1.831, -0.496], [-0.620, 2.539, -1.185], [-0.668, -0.594, -1.157], [-1.329, -1.710, 0.015], [0.236, -2.164, -0.754], [0.741, -0.888, 1.598]],
  "relative_energy_kcal_mol": 25.7,
  "spin_multiplicity": 1,
  "e_tot_ev": -8418.68058,
  "lumo_energy_ev": 0.249,
  "smiles": "C/C=C(/F)C#N",
  "charge": 0,
  "homo_lumo_gap_ev": 10.35
}



[4]
{
  "formula": "C4H4FN3",
  "method": "the ωB97M-V functional and the def2-TZVPD basis",
  "species": ["C", "C", "C", "C", "N", "N", "N", "F", "H", "H", "H", "H"],
  "xyz": [[0.353, 1.356, 1.546], [0.602, 1.004, 0.260], [-0.783, -0.424, 1.250], [-0.191, -0.882, -1.051], [-0.507, 0.462, 2.137], [0.657, -0.433, -2.786], [-0.126, -0.156, 0.045], [-0.872, -2.000, -1.054], [0.726, 2.191, 2.105], [1.197, 1.421, -0.523], [-1.433, -1.267, 1.367], [0.379, -1.271, -3.298]],
  "relative_energy_kcal_mol": 123.2,
  "spin_multiplicity": 1,
  "e_tot_ev": -11395.01717,
  "lumo_energy_ev": [-0.914, -0.914],
  "charge": 0,
  "homo_lumo_gap_ev": [7.50, 7.50]
}



[5]
{
  "formula": "C4H4FNO",
  "method": "the ωB97M-V functional and the def2-TZVPD basis",
  "species": ["F", "C", "N", "C", "C", "C", "O", "H", "H", "H", "H"],
  "xyz": [[-1.766, -0.611, 2.193], [-1.016, -0.296, 1.179], [-1.726, 0.010, -0.101], [-0.803, 0.554, -1.078], [0.516, 0.420, -0.956], [1.094, -0.261, 0.258], [0.250, -0.310, 1.405], [-1.318, 0.869, -1.945], [1.327, 0.635, -1.572], [1.428, -1.353, 0.200], [2.013, 0.342, 0.417]],
  "relative_energy_kcal_mol": 53.8,
  "spin_multiplicity": 1,
  "e_tot_ev": -10465.22212,
  "lumo_energy_ev": 0.779,
  "smiles": "FC1=NC=CCO1",
  "charge": 0,
  "homo_lumo_gap_ev": 9.14
}



[6]
{
  "formula": "C4H4FNO2S2",
  "method": "the ωB97M-V functional and the def2-TZVPD basis",
  "species": ["C", "C", "C", "C", "N", "O", "O", "F", "S", "S", "H", "H", "H", "H"],
  "xyz": [[-2.423, -0.096, -0.140], [-2.436, 1.221, -0.268], [-0.327, 0.282, -0.250], [2.149, -1.299, 0.235], [-1.165, -0.674, -0.132], [1.487, 0.995, 1.320], [2.194, 1.120, -1.024], [1.835, -2.014, -0.913], [-0.906, 1.932, -0.216], [1.413, 0.444, -0.023], [-3.277, -0.710, 0.073], [-3.265, 1.840, -0.145], [1.518, -1.794, 1.064], [3.204, -1.246, 0.418]],
  "spin_multiplicity": 1,
  "e_tot_ev": -34183.36002,
  "lumo_energy_ev": 0.018,
  "charge": 0,
  "homo_lumo_gap_ev": 9.98
}



[7]
{
  "formula": "C4H4FNS",
  "method": "the ωB97M-V functional and the def2-TZVPD basis",
  "species": ["F", "C", "C", "C", "N", "S", "C", "H", "H", "H", "H"],
  "xyz": [[0.207, 1.282, -2.263], [0.202, 0.131, -1.578], [0.072, 0.008, -0.275], [-0.042, -1.319, 0.249], [-0.319, -1.508, 1.490], [-0.335, 0.030, 2.347], [-0.100, 0.993, 0.877], [0.406, -0.737, -2.216], [0.103, -2.217, -0.360], [0.776, 1.686, 0.968], [-0.970, 1.651, 0.761]],
  "relative_energy_kcal_mol": 17.6,
  "spin_multiplicity": 1,
  "e_tot_ev": -19254.14927,
  "lumo_energy_ev": 0.619,
  "smiles": "F/C=C1/C=NSC1",
  "charge": 0,
  "homo_lumo_gap_ev": 8.97
}



[8]
{
  "formula": "C4H4HoO5",
  "method": "the ωB97M-V functional and the def2-TZVPD basis",
  "species": ["O", "C", "C", "O", "O", "C", "H", "H", "H", "O", "C", "O", "H", "Ho"],
  "xyz": [[-3.158, -1.034, -0.084], [-3.148, 0.292, 0.068], [-1.787, -1.501, -0.129], [-4.133, 0.950, 0.295], [-1.920, 0.781, -0.048], [-1.023, -0.267, -0.570], [-1.717, -2.335, -0.835], [-1.538, -1.852, 0.883], [-1.121, -0.189, -1.668], [3.446, -0.968, 0.524], [4.215, 0.196, 0.233], [3.404, 1.029, -0.220], [4.080, -1.719, 0.489], [1.425, 0.009, -0.023]],
  "relative_energy_kcal_mol": 72.3,
  "spin_multiplicity": 5,
  "e_tot_ev": -40236.86081,
  "lumo_energy_ev": [-6.857, -7.326],
  "s2": 6.005,
  "charge": 1,
  "homo_lumo_gap_ev": [6.50, 5.99]
}



[9]
{
  "formula": "C4H4IN",
  "method": "the ωB97M-V functional and the def2-TZVPD basis",
  "species": ["I", "C", "N", "C", "C", "C", "H", "H", "H", "H"],
  "xyz": [[2.204, -1.441, 2.139], [0.903, -0.592, 0.819], [0.202, 0.982, 1.131], [-0.620, 1.081, 0.008], [-0.506, -0.088, -0.892], [0.360, -1.011, -0.382], [-0.429, 2.028, -0.516], [-1.665, 1.166, 0.345], [-1.058, -0.173, -1.810], [0.609, -1.952, -0.842]],
  "relative_energy_kcal_mol": 76.5,
  "spin_multiplicity": 1,
  "e_tot_ev": -13799.73891,
  "lumo_energy_ev": [-0.431, -0.153],
  "smiles": "IC1=NCC=C1",
  "charge": 0,
  "homo_lumo_gap_ev": [8.70, 7.92]
}



[10]
{
  "formula": "C4H4IN",
  "method": "the ωB97M-V functional and the def2-TZVPD basis",
  "species": ["C", "C", "C", "C", "N", "I", "H", "H", "H", "H"],
  "xyz": [[-0.080, 0.074, -0.729], [0.076, -1.345, -0.344], [-1.453, 1.766, 0.264], [0.824, -0.253, 0.384], [-0.988, 0.907, -0.401], [2.945, -0.103, 0.137], [-0.728, -1.852, 0.178], [0.624, -1.977, -1.026], [-1.762, 2.777, 0.141], [0.543, 0.006, 1.396]],
  "relative_energy_kcal_mol": 98.9,
  "spin_multiplicity": 1,
  "e_tot_ev": -13798.76518,
  "lumo_energy_ev": [0.390, 0.390],
  "charge": 0,
  "homo_lumo_gap_ev": [8.58, 8.58]
}